Entry P
{
  "formula": "C4H10NO",
  "method": "ωB97M-V with the def2-TZVPD basis set",
  "total_charge": 1,
  "orbital_gap_ev": [8.84, 8.84],
  "lumo_ha": [-0.2022, -0.2022],
  "molar_mass_g_mol": 88.13,
  "homo_energy_ha": [-0.527, -0.527],
  "spin_multiplicity": 1,
  "species": ["C", "C", "C", "C", "N", "O", "H", "H", "H", "H", "H", "H", "H", "H", "H", "H"],
  "xyz": [[2.27422, -0.15056, 0.81592], [0.91985, -0.49277, -0.38256], [-1.02975, 1.01643, -0.80765], [-2.44940, -0.57930, 1.05810], [-0.73936, -0.35098, -0.44368], [-1.41237, -0.95108, 0.54374], [3.03245, -0.49331, 0.14617], [2.30865, 0.81694, 1.07325], [1.08013, -0.03728, -1.32147], [0.99962, -1.60204, -0.35049], [-0.25346, 1.25391, -1.38061], [-1.98946, 1.16090, -1.36058], [-1.07156, 1.63994, 0.05862], [-2.90192, -1.35407, 1.70498], [1.95152, -0.78001, 1.67741], [-2.99793, 0.28287, 0.89639]]
}

***

Entry Q
{
  "formula": "C4H10NO",
  "method": "ωB97M-V with the def2-TZVPD basis set",
  "total_charge": 1,
  "orbital_gap_ev": 12.05,
  "lumo_ha": -0.1277,
  "molar_mass_g_mol": 88.13,
  "homo_energy_ha": -0.570,
  "spin_multiplicity": 1,
  "species": ["C", "C", "C", "C", "N", "O", "H", "H", "H", "H", "H", "H", "H", "H", "H", "H"],
  "xyz": [[1.66160, -0.35163, -0.67141], [-0.03323, -0.03695, 0.36431], [-1.01335, -1.25331, 0.28868], [-0.68037, 1.24988, 1.01039], [0.39618, 0.40534, -1.04813], [1.31878, -0.24078, 0.68599], [1.56522, -1.35731, -1.07313], [2.63312, 0.26708, -0.83253], [-0.88538, -2.06039, 1.04025], [-0.76761, -1.71806, -0.57798], [-2.02962, -0.87397, 0.22306], [-0.06354, 2.01844, 1.25841], [-1.07407, 0.84549, 1.85407], [-1.53214, 1.60129, 0.39176], [0.51452, 1.44116, -0.97202], [-0.01012, 0.06372, -1.94173]]
}

***

Entry R
{
  "formula": "C4H10NO",
  "method": "ωB97M-V with the def2-TZVPD basis set",
  "total_charge": 1,
  "orbital_gap_ev": 11.57,
  "lumo_ha": -0.1283,
  "molar_mass_g_mol": 88.13,
  "homo_energy_ha": -0.554,
  "spin_multiplicity": 1,
  "smiles": "C[NH2+][C@]1(C)CO1",
  "species": ["C", "N", "C", "C", "C", "O", "H", "H", "H", "H", "H", "H", "H", "H", "H", "H"],
  "xyz": [[-1.94673, -0.50853, -0.04536], [-0.72403, -0.20056, 0.73077], [0.57231, 0.10859, 0.09253], [0.95722, 1.56904, -0.08350], [1.42705, -1.01933, -0.47740], [1.67257, -0.87785, 0.86546], [-1.90924, -1.36499, -0.66567], [-2.93264, -0.60864, 0.46545], [-1.99296, 0.20659, -0.86982], [-0.34975, -0.88175, 1.43214], [-0.93273, 0.73137, 1.13277], [0.34441, 2.01617, -0.88385], [1.98040, 1.52172, -0.37670], [0.68692, 2.11962, 0.83949], [0.96673, -2.01656, -0.77149], [2.18046, -0.79489, -1.38481]]
}

***

Least stable structure: entry P

***

Entry P
{
  "formula": "C4H10NO",
  "method": "ωB97M-V with the def2-TZVPD basis set",
  "total_charge": 1,
  "orbital_gap_ev": 3.02,
  "lumo_ha": -0.3353,
  "molar_mass_g_mol": 88.13,
  "homo_energy_ha": -0.446,
  "spin_multiplicity": 1,
  "species": ["O", "C", "C", "C", "C", "N", "H", "H", "H", "H", "H", "H", "H", "H", "H", "H"],
  "xyz": [[-0.61026, -0.92774, 0.58631], [0.13609, 0.00280, 0.40270], [0.60933, 0.41840, -0.89262], [1.49110, 1.53267, -1.22099], [2.63701, 1.67866, -0.17614], [-3.70717, -2.35046, 1.19418], [0.50650, 0.56152, 1.27065], [0.24706, -0.18564, -1.72569], [1.04846, 2.54556, -1.21043], [1.90113, 1.40957, -2.23206], [3.31388, 2.51083, -0.02083], [2.17301, 1.58582, 0.81852], [3.21454, 0.73914, -0.16564], [-4.38632, -2.19784, 0.46504], [-2.82080, -1.91089, 1.00733], [-3.60677, -3.33818, 1.35512]]
}

***

Entry Q
{
  "formula": "C4H10NO",
  "method": "ωB97M-V with the def2-TZVPD basis set",
  "total_charge": 1,
  "orbital_gap_ev": 11.33,
  "lumo_ha": -0.1096,
  "molar_mass_g_mol": 88.13,
  "homo_energy_ha": -0.526,
  "spin_multiplicity": 1,
  "species": ["C", "C", "C", "C", "N", "O", "H", "H", "H", "H", "H", "H", "H", "H", "H", "H"],
  "xyz": [[0.95966, 0.98269, -0.87007], [1.40925, 0.41956, 0.37910], [1.15251, -1.01537, 0.55192], [-3.44053, -0.30543, -0.26566], [0.07452, 1.06348, 0.33756], [-2.37588, -0.61527, 0.20072], [1.34387, 1.96725, -1.15179], [0.63660, 0.28578, -1.67757], [2.25560, 1.00425, 0.81388], [0.35318, -1.33659, -0.00790], [0.96406, -1.26369, 1.63540], [1.98066, -1.68179, 0.22452], [-3.82467, 0.70982, -0.57134], [-4.13106, -1.20604, -0.32998], [-0.71015, 0.46568, 0.19632], [-0.35984, 1.88228, 0.61931]]
}

***

Entry R
{
  "formula": "C4H10NO",
  "method": "ωB97M-V with the def2-TZVPD basis set",
  "total_charge": 1,
  "orbital_gap_ev": 5.76,
  "lumo_ha": -0.3193,
  "molar_mass_g_mol": 88.13,
  "homo_energy_ha": -0.531,
  "spin_multiplicity": 1,
  "species": ["C", "C", "C", "C", "O", "N", "H", "H", "H", "H", "H", "H", "H", "H", "H", "H"],
  "xyz": [[0.32143, 1.15916, 1.59285], [0.59874, 1.00563, 0.09090], [-0.70473, 0.81142, -0.59991], [-1.19142, -0.54971, -0.33194], [-2.35704, -0.94370, -0.12785], [2.49245, -1.35643, -0.63413], [-0.20534, 2.07609, 1.93688], [-0.33007, 0.28072, 1.36270], [1.08941, 1.00412, 2.34024], [1.20354, 1.73748, -0.38681], [-1.46780, 1.51058, -0.32247], [-0.75085, 0.93168, -1.71425], [-0.43387, -1.25907, -0.39463], [2.89799, -1.77045, 0.18197], [2.29836, -0.37171, -0.59778], [2.96370, -1.65381, -1.45554]]
}

***

Entry S
{
  "formula": "C4H10NO",
  "method": "ωB97M-V with the def2-TZVPD basis set",
  "total_charge": 1,
  "orbital_gap_ev": 10.72,
  "lumo_ha": -0.1507,
  "molar_mass_g_mol": 88.13,
  "homo_energy_ha": -0.545,
  "spin_multiplicity": 1,
  "smiles": "CC[C@H]([NH3+])C=O",
  "species": ["C", "C", "C", "N", "C", "O", "H", "H", "H", "H", "H", "H", "H", "H", "H", "H"],
  "xyz": [[-0.43556, -1.81496, -0.59775], [-0.81423, -0.35798, -0.52372], [0.16497, 0.36506, 0.47330], [-0.22748, 1.82116, 0.48093], [1.70993, 0.28324, 0.19452], [2.37591, 1.21433, 0.55513], [0.63045, -1.86630, -0.86786], [-0.63441, -2.31759, 0.44426], [-1.04989, -2.50208, -1.25050], [-0.78511, 0.07027, -1.56674], [-1.84293, -0.45382, -0.22464], [0.00958, -0.18668, 1.45406], [-0.03858, 2.35232, -0.41993], [0.18783, 2.35481, 1.33668], [-1.31143, 1.74644, 0.64315], [2.06094, -0.70822, -0.13089]]
}

***

Least stable structure: entry R

***

Entry P
{
  "formula": "C5H11P",
  "method": "ωB97M-V with the def2-TZVPD basis set",
  "orbital_gap_ev": 9.80,
  "lumo_ha": 0.0372,
  "molar_mass_g_mol": 102.12,
  "homo_energy_ha": -0.323,
  "spin_multiplicity": 1,
  "smiles": "C=C(C)P(C)C",
  "species": ["C", "C", "C", "P", "C", "C", "H", "H", "H", "H", "H", "H", "H", "H", "H", "H", "H"],
  "xyz": [[1.97657, 1.41034, -0.29020], [1.12586, 0.44904, -0.22541], [1.42699, -1.05464, 0.00197], [-0.83990, 1.24439, -0.29790], [-1.32468, 0.53958, 1.36212], [-1.60350, -0.13073, -1.35265], [3.09236, 1.14204, -0.42317], [1.63523, 2.43305, -0.22344], [0.58160, -1.50786, 0.35402], [2.20346, -1.17551, 0.69400], [1.60287, -1.41690, -0.91819], [-0.63217, -0.28631, 1.50251], [-1.42817, 1.28208, 2.18082], [-2.35749, 0.15771, 1.42840], [-1.51583, 0.24757, -2.30204], [-0.99129, -1.07387, -1.13345], [-2.61261, -0.01237, -1.00170]]
}

***

Entry Q
{
  "formula": "C5H11P",
  "method": "ωB97M-V with the def2-TZVPD basis set",
  "orbital_gap_ev": [7.22, 7.22],
  "lumo_ha": [0.0064, 0.0064],
  "molar_mass_g_mol": 102.12,
  "homo_energy_ha": [-0.259, -0.259],
  "spin_multiplicity": 1,
  "smiles": "C/C=P(\\C)=C/C",
  "species": ["C", "C", "P", "C", "C", "C", "H", "H", "H", "H", "H", "H", "H", "H", "H", "H", "H"],
  "xyz": [[-1.40792, 2.16203, 0.84816], [-0.94718, 0.65357, 0.80767], [-0.10604, -0.17326, -0.38186], [0.70997, 0.98678, -1.46293], [1.09052, -1.55962, -0.39221], [0.88438, -2.64602, 0.53325], [-2.37848, 2.18376, 0.50919], [-0.77104, 2.69643, 0.13462], [-1.20123, 2.65445, 1.80013], [-1.64668, 0.05744, 1.46096], [0.91816, 0.53091, -2.38017], [1.35264, 1.48319, -0.78904], [-0.20934, 1.68844, -1.60181], [1.27309, -1.83659, -1.44085], [1.72791, -3.39820, 0.39095], [-0.08972, -3.25033, 0.45042], [0.80096, -2.23299, 1.51352]]
}

***

Least stable structure: entry Q

***

Entry P
{
  "formula": "C10H19BF4MnN5OPS",
  "method": "ωB97M-V with the def2-TZVPD basis set",
  "total_charge": 1,
  "s2": 6.464,
  "orbital_gap_ev": [7.16, 8.95],
  "lumo_ha": [-0.1549, -0.0931],
  "molar_mass_g_mol": 430.08,
  "homo_energy_ha": [-0.418, -0.422],
  "spin_multiplicity": 5,
  "species": ["Mn", "N", "C", "O", "C", "C", "H", "H", "H", "H", "H", "H", "F", "B", "F", "F", "F", "C", "N", "C", "N", "C", "N", "C", "P", "C", "C", "H", "H", "H", "H", "H", "H", "H", "H", "H", "H", "H", "H", "H", "S", "C", "N"],
  "xyz": [[0.55554, -0.30458, 0.45736], [4.63540, -0.55942, 0.31637], [3.34404, -0.59902, 0.59681], [2.49239, -0.24189, -0.24620], [2.87970, -1.11007, 1.93670], [1.58114, -0.43868, 2.31722], [4.93263, -0.24678, -0.59511], [5.32823, -0.82726, 0.99370], [3.63906, -0.94997, 2.70876], [2.75058, -2.19131, 1.83723], [1.64322, 0.62981, 2.52122], [0.94766, -0.97267, 3.01670], [-0.65999, 3.71633, 1.09678], [0.28568, 2.80566, 1.51571], [0.23829, 1.70053, 0.43404], [1.56544, 3.24832, 1.54109], [-0.09947, 2.15190, 2.67392], [-5.06876, 1.89962, -0.99217], [-3.89391, 2.73793, -0.47485], [-3.99331, 2.81325, 1.06507], [-4.07109, 1.51578, 1.62916], [-5.19427, 0.76939, 1.07739], [-5.09561, 0.62246, -0.37356], [-3.97467, -0.23950, -0.77304], [-2.33247, 0.43952, -0.24202], [-2.57957, 2.14805, -0.90757], [-2.80878, 0.77712, 1.51670], [-4.95088, 1.82633, -2.07298], [-5.97081, 2.46231, -0.74886], [-3.96704, 3.68523, -0.84676], [-4.89951, 3.38421, 1.27179], [-3.10957, 3.35201, 1.40425], [-6.12073, 1.29700, 1.31214], [-5.22440, -0.21765, 1.53556], [-3.99181, -0.37642, -1.85621], [-4.10913, -1.22340, -0.32020], [-2.57269, 2.12763, -1.99887], [-1.78853, 2.81060, -0.56037], [-2.01532, 1.33452, 2.01388], [-2.90886, -0.18213, 2.03071], [-2.42072, -3.08860, 2.16261], [-1.22207, -2.46625, 1.32332], [-0.33815, -1.98147, 0.69405]]
}

***

Entry Q
{
  "formula": "C10H19BF4MnN5OPS",
  "method": "ωB97M-V with the def2-TZVPD basis set",
  "total_charge": 1,
  "s2": 6.157,
  "orbital_gap_ev": [7.54, 8.05],
  "lumo_ha": [-0.1277, -0.1189],
  "molar_mass_g_mol": 430.08,
  "homo_energy_ha": [-0.405, -0.415],
  "spin_multiplicity": 5,
  "species": ["Mn", "N", "C", "O", "C", "C", "H", "H", "H", "H", "H", "H", "F", "B", "F", "F", "F", "C", "N", "C", "N", "C", "N", "C", "P", "C", "C", "H", "H", "H", "H", "H", "H", "H", "H", "H", "H", "H", "H", "H", "S", "C", "N"],
  "xyz": [[-0.15497, 1.98362, 0.29866], [3.37391, 2.37874, 2.18928], [2.28484, 2.58358, 1.46781], [1.68975, 1.62090, 0.92156], [1.73791, 3.96599, 1.27315], [0.63541, 3.89997, 0.20792], [3.68763, 1.43630, 2.36064], [3.81773, 3.12501, 2.69658], [2.54747, 4.64055, 0.98230], [1.33922, 4.31972, 2.22676], [1.07246, 3.94668, -0.79353], [-0.07010, 4.71675, 0.31526], [-2.29902, -0.48432, 2.50209], [-1.04641, -0.02143, 2.89218], [-0.84018, 1.27086, 2.13104], [-0.90687, 0.23803, 4.20729], [-0.05581, -0.88274, 2.36397], [-1.44076, -2.75300, -2.14858], [-1.54280, -2.55289, -0.64061], [-0.31796, -3.20299, 0.01761], [0.88500, -2.69544, -0.54469], [0.92141, -2.88598, -1.98864], [-0.21222, -2.23324, -2.64422], [-0.12476, -0.77600, -2.59621], [-0.12076, -0.15246, -0.83546], [-1.62755, -1.10401, -0.29800], [1.15944, -1.31516, -0.15611], [-2.29336, -2.25493, -2.60923], [-1.49848, -3.82563, -2.33606], [-2.38392, -3.01439, -0.29018], [-0.39635, -4.27649, -0.15724], [-0.36926, -2.98658, 1.08489], [0.90302, -3.95313, -2.21597], [1.84547, -2.46593, -2.38146], [-0.96831, -0.33352, -3.12971], [0.78367, -0.45011, -3.10438], [-2.50674, -0.67233, -0.78038], [-1.75548, -0.99959, 0.78148], [1.15777, -1.22240, 0.92943], [2.14562, -1.02040, -0.51789], [-4.40130, 3.12584, -0.83578], [-2.89742, 2.77653, -0.52766], [-1.75698, 2.50600, -0.31792]]
}

***

Least stable structure: entry Q